Entry 1:
This record from OMol25 describes a structure of composition C34H39N5O4P2Sr. The level of theory is wB97M-V/def2-TZVPD.

Geometry as XYZ:
```
85
Properties=species:S:1:pos:R:3:lowdin_charge:R:1
Sr -0.5832 2.2174 -2.6057 1.171
C -1.6962 2.1999 -4.8177 -0.364
C -1.7676 0.9099 -4.3789 -0.372
C -0.9301 -0.2206 -4.9056 -0.227
C 0.5976 0.0828 -5.0305 -0.194
C 1.1288 1.1129 -4.0746 -0.277
C 1.2589 2.4597 -4.2722 -0.284
C 0.5483 3.3261 -5.2740 -0.218
C -0.7593 2.7225 -5.8681 -0.214
C 1.9854 0.0451 2.0147 -0.149
H -2.4083 2.9655 -4.4584 0.087
H -2.6452 0.5749 -3.8113 0.067
H -1.2943 -0.5501 -5.8962 0.105
H -1.0655 -1.1096 -4.2631 0.079
H 1.1386 -0.8521 -4.7839 0.098
H 0.8456 0.3133 -6.0835 0.113
H 1.6923 0.6689 -3.2345 0.063
H 2.0205 2.9933 -3.6790 0.097
H 1.2283 3.6132 -6.0969 0.115
H 0.3018 4.2948 -4.7933 0.105
H -1.2676 3.5598 -6.3750 0.107
H -0.5183 2.0023 -6.6658 0.111
H 1.2998 0.8963 1.9451 0.041
H 2.9423 0.3570 2.4645 0.072
H 1.5228 -0.7311 2.6441 0.086
P 2.2180 -0.6486 0.4090 0.950
P -1.7873 -1.0967 0.9552 0.905
N 2.9562 0.5903 -0.5142 -0.188
N 3.3446 -1.8737 0.6302 -0.200
N -2.3262 0.3519 0.2685 -0.149
N -3.1154 -2.0861 0.9271 -0.164
C 0.7898 -1.2194 -0.5185 -0.324
C -0.3597 -1.9552 0.2396 -0.277
C 2.8733 1.9682 -0.2765 -0.130
C 3.6338 2.6213 -1.2252 -0.088
C 4.1767 1.6295 -2.1024 -0.084
C 3.7345 0.3949 -1.6672 -0.120
C 4.4410 -1.7782 1.5112 -0.103
C 5.1211 -2.9793 1.4877 -0.068
C 4.4330 -3.8530 0.5836 -0.070
C 3.3404 -3.1647 0.0876 -0.119
C -3.0858 1.3943 0.8600 -0.072
C -3.7502 2.0772 -0.1299 -0.067
C -3.4362 1.4609 -1.3756 -0.130
C -2.5655 0.4176 -1.1165 -0.230
C -3.7156 -2.4913 -0.2844 -0.113
C -4.8652 -3.1896 0.0151 -0.070
C -4.9945 -3.2286 1.4459 -0.072
C -3.9308 -2.5393 1.9870 -0.078
H 1.1834 -1.8864 -1.3058 0.062
H 0.3773 -0.3539 -1.0644 0.015
H -0.8188 -2.6444 -0.4913 0.069
H 0.0629 -2.5988 1.0325 0.092
H 2.3339 2.3397 0.5859 0.103
H 3.8138 3.6875 -1.2766 0.104
H 4.8166 1.8060 -2.9558 0.107
H 3.9256 -0.6107 -2.0205 0.115
H 4.6042 -0.8750 2.0792 0.103
H 6.0085 -3.2127 2.0573 0.102
H 4.7209 -4.8659 0.3446 0.100
H 2.5571 -3.4692 -0.5902 0.089
H -3.0312 1.5973 1.9159 0.116
H -4.4365 2.9130 -0.0009 0.108
H -3.8573 1.7284 -2.3437 0.105
H -2.2364 -0.4057 -1.7405 0.072
H -3.2576 -2.2489 -1.2311 0.089
H -5.5469 -3.6230 -0.7016 0.099
H -5.7845 -3.7186 1.9968 0.100
H -3.6580 -2.3409 3.0131 0.105
O -1.6526 -0.8239 2.5100 -0.125
C -1.0668 0.3609 3.0162 -0.498
O -0.7517 1.2638 2.2563 -0.033
C -0.8880 0.3313 4.4625 -0.177
C -0.0649 1.3295 5.0280 -0.030
C 0.2575 1.2759 6.3753 -0.005
C -0.2662 0.2461 7.1810 -0.178
C -1.1471 -0.7101 6.6265 -0.001
C -1.4278 -0.6916 5.2685 -0.034
N 0.1669 0.1439 8.5367 -0.359
O 1.0023 0.9850 8.9524 -0.006
O -0.2812 -0.7820 9.2515 0.002
H 0.3238 2.1301 4.4005 0.112
H 0.9359 2.0037 6.8143 0.112
H -1.5580 -1.4738 7.2797 0.111
H -2.0647 -1.4607 4.8398 0.097
```

As for the HOMO energy (alpha / beta): -3.61 / -3.51 eV. The electronic energy comes out at -70931.7496 eV. The value obtained for the max |F| is 0.0788 hartree/bohr. As for the energy above the lowest of the compared OMol25 structures with the same formula, charge and spin: 26.5 kcal/mol.

=====

Entry 2:
This record from OMol25 describes a cluster of 8 separate species, C34H40Cl2F4O3 in total. The level of theory is wB97M-V/def2-TZVPD.

Geometry as XYZ:
```
83
Properties=species:S:1:pos:R:3:lowdin_charge:R:1
F 2.3335 0.5046 2.4166 0.010
C 1.2735 0.8976 1.6070 -0.246
C 1.0731 2.2810 1.4510 -0.011
C 0.0459 2.7329 0.6242 -0.086
C -0.6715 1.8437 -0.1279 -0.098
C -0.3896 0.4826 0.0328 -0.140
C 0.5449 -0.0855 0.9446 -0.010
H 1.7691 2.8248 2.0725 0.113
H -0.0958 3.8028 0.5824 0.112
H -1.3834 2.0852 -0.9033 0.096
H -1.0120 -0.2222 -0.4985 0.027
H 0.6863 -1.1558 0.9730 0.109
F -1.1291 -5.4670 -1.3996 0.092
C -1.1461 -5.5233 -0.0921 -0.335
C -1.1905 -6.7293 0.5478 -0.027
C -1.4646 -6.7918 1.8954 -0.084
C -1.4691 -5.6235 2.6267 -0.098
C -1.2588 -4.3960 2.0097 -0.072
C -1.0376 -4.3405 0.6117 -0.036
H -1.2006 -7.6043 -0.0852 0.120
H -1.5925 -7.8078 2.2386 0.109
H -1.5306 -5.7160 3.7010 0.102
H -1.3200 -3.4886 2.5923 0.077
H -0.8842 -3.4303 0.0511 0.053
F -2.1169 1.9852 -3.9928 0.057
C -3.4553 1.9965 -3.7651 -0.290
C -4.2304 2.7013 -4.5739 -0.037
C -5.6146 2.6043 -4.4980 -0.063
C -6.2070 1.8004 -3.5532 -0.114
C -5.4709 1.1349 -2.6129 -0.075
C -4.0795 1.2627 -2.7369 -0.006
H -3.6888 3.2044 -5.3612 0.127
H -6.1733 3.1871 -5.2154 0.107
H -7.2598 1.5840 -3.4475 0.105
H -6.0290 0.6935 -1.8005 0.104
H -3.3168 0.7937 -2.1329 0.076
F 4.7812 -4.4326 -3.5697 0.025
C 3.8321 -3.4813 -3.2646 -0.258
C 2.7975 -3.8831 -2.4169 0.001
C 1.9015 -2.8804 -1.9287 -0.036
C 2.0619 -1.5537 -2.4330 -0.080
C 3.0437 -1.2284 -3.3735 -0.083
C 3.9935 -2.1839 -3.7197 -0.017
H 2.8297 -4.9207 -2.1188 0.113
H 1.1606 -3.1796 -1.2021 0.075
H 1.5382 -0.7336 -1.9645 0.070
H 3.1484 -0.1786 -3.6045 0.077
H 4.7649 -1.7746 -4.3553 0.115
C -3.7272 -1.9019 0.2876 -0.928
Cl -2.7541 -1.0438 1.5559 0.569
Cl -2.8306 -2.0785 -1.2227 0.576
H -4.1227 -2.8805 0.5598 0.037
H -4.6482 -1.3413 0.1279 0.022
C 4.5290 3.7720 5.6242 -0.037
C 3.7526 2.6945 4.9748 -0.475
O 2.5395 2.6191 5.1523 0.044
C 4.4842 1.7488 3.9945 -0.019
H 5.2654 3.3801 6.3258 0.092
H 3.9116 4.4958 6.1563 0.084
H 4.9271 4.3971 4.8249 0.090
H 5.5298 2.0558 4.0157 0.070
H 4.2085 2.0490 2.9835 0.070
H 4.2722 0.6915 4.1531 0.084
C -2.2007 2.1199 3.6986 -0.022
C -1.5680 1.6222 4.9809 -0.500
O -1.8289 2.2032 6.0083 0.067
C -0.4618 0.6226 4.8006 -0.009
H -3.0297 2.7779 3.9593 0.082
H -2.5998 1.3511 3.0370 0.032
H -1.4429 2.6984 3.1702 0.075
H -0.7498 -0.2337 4.1908 0.071
H -0.1029 0.2690 5.7672 0.090
H 0.2464 1.2723 4.2864 0.069
C 1.0348 2.1201 -3.2808 -0.027
C 2.0010 3.1179 -3.9692 -0.443
O 1.8375 4.3237 -3.7452 0.042
C 3.1752 2.5446 -4.7358 -0.034
H 0.2048 2.7472 -2.9554 0.067
H 1.4908 1.6865 -2.3907 0.070
H 0.8281 1.2901 -3.9564 0.080
H 3.0449 1.6764 -5.3819 0.078
H 3.8848 2.2214 -3.9742 0.082
H 3.7383 3.3214 -5.2532 0.081
```

The SMILES is Fc1ccccc1.Fc1ccccc1.Fc1ccccc1.Fc1ccccc1.CC(C)=O.CC(C)=O.CC(C)=O.ClCCl. As for the HOMO energy: -9.13 eV. The electronic energy comes out at -77961.5096 eV. The value obtained for the max |F| is 0.0511 hartree/bohr.